The following is a quantum chemistry calculation of a structure of composition C2H4In, from OMol25.

The geometry in ORCA input format:
```
! RIJCOSX wB97M-V def2-TZVPD def2/J DEFGRID3
* xyz 1 1
C 0.4939 0.4314 0.1122
C -0.7048 -0.3729 -0.2896
H 1.3652 -0.1340 0.4990
H 0.2710 1.1904 0.8896
H -1.6391 0.0408 0.1371
In -0.7582 -2.2587 -0.5932
H 0.9720 1.1031 -0.7549
*
```

Computed properties:
calculated total energy = -268.30509 Eh
LUMO energy (spin up / spin down) = -7.64 / -6.79 eV
HOMO-LUMO gap (spin up / spin down) = 6.6 / 7.6 eV

***

The following is a quantum chemistry calculation of a structure of composition C21H27OZr, from OMol25.

The geometry in ORCA input format:
```
! RIJCOSX wB97M-V def2-TZVPD def2/J DEFGRID3
* xyz 1 1
C -3.0235 -2.5503 -2.4850
O -2.5944 -2.1811 -1.1414
C -2.3940 -0.7630 -1.0236
C -2.0898 -0.3623 0.4230
C -2.1042 1.0023 0.7570
C -1.6910 1.4470 2.0013
C -1.2045 0.5202 2.9300
C -0.7683 0.9499 4.3087
C -1.0290 -0.8173 2.5475
C -1.4474 -1.2574 1.2907
H -2.9733 -3.6453 -2.5692
H -4.0719 -2.2529 -2.6930
H -2.3829 -2.0815 -3.2626
H -3.3256 -0.2615 -1.3649
H -2.3799 1.7264 -0.0080
H -1.6981 2.5080 2.2547
H -0.3559 0.0967 4.8804
H 0.0594 1.6858 4.2827
H -1.5984 1.4180 4.8717
H -0.5370 -1.5197 3.2394
H -1.2383 -2.2860 0.9625
C -1.2249 -0.2001 -1.7470
Zr 2.2225 1.1231 -4.8134
C 0.5644 2.2518 -5.8666
C 2.9488 -1.3192 -4.4653
C 1.5323 -1.2850 -4.7087
C 1.3346 -0.7805 -6.0450
C 2.6196 -0.4160 -6.5892
C 3.6201 -0.7399 -5.6042
C 2.9829 1.3842 -2.4264
C 2.1194 2.4753 -2.7699
C 2.7680 3.2424 -3.8180
C 4.0049 2.5923 -4.1528
C 4.1549 1.4589 -3.2630
H -0.2813 -0.6785 -1.4557
H -1.1502 0.8643 -1.4623
H -1.2541 -0.2393 -2.8430
H 0.9048 2.8498 -6.7311
H -0.2374 1.5929 -6.2384
H 0.0891 2.9655 -5.1679
H 3.4215 -1.8341 -3.6257
H 0.7648 -1.7418 -4.0754
H 0.3703 -0.7533 -6.5436
H 2.8080 0.0013 -7.5761
H 4.6993 -0.6094 -5.7096
H 2.8354 0.7318 -1.5639
H 1.2090 2.7375 -2.2273
H 2.3914 4.1674 -4.2461
H 4.7401 2.9299 -4.8873
H 5.0342 0.8155 -3.1881
*
```

Computed properties:
relative energy (zero: lowest compared OMol25 entry of this formula, charge and spin) = 36.0 kJ/mol
calculated total energy = -938.40923 Eh
LUMO energy = -4.98 eV
HOMO-LUMO gap = 5.6 eV

***

The following is a quantum chemistry calculation of a structure of composition C10H11IOS, from OMol25.

The geometry in ORCA input format:
```
! RIJCOSX wB97M-V def2-TZVPD def2/J DEFGRID3
* xyz 0 1
C 1.2946 -2.7553 0.8025
C 1.9368 -2.0736 -0.2297
C 0.7106 -2.1349 1.8726
C 1.6544 -0.6961 -0.3432
C 0.3850 -0.7839 1.7064
C 0.9638 -0.1127 0.6696
C -1.1418 0.7790 -1.4833
C 0.0093 1.6793 -0.9881
C -2.4523 1.0401 -0.7336
C 0.4869 1.2823 0.3896
O -2.3068 0.7031 0.7224
S -1.3868 1.7711 1.5640
I 1.9057 2.7703 1.0916
H 1.3935 -3.8529 0.6957
H 2.2107 -2.7175 -1.0092
H 0.3075 -2.5868 2.7566
H 1.8713 -0.2290 -1.2890
H -0.1456 -0.0192 2.3568
H -1.2479 0.9482 -2.4742
H -0.8187 -0.2342 -1.3334
H 0.8003 1.8634 -1.8442
H -0.3061 2.7842 -1.0133
H -2.7886 2.0673 -0.9419
H -3.3355 0.5075 -0.9447
*
```

Computed properties:
relative energy (zero: lowest compared OMol25 entry of this formula, charge and spin) = 162.8 kJ/mol
calculated total energy = -1158.65565 Eh
LUMO energy = 0.18 eV
HOMO-LUMO gap = 8.9 eV

***

The following is a quantum chemistry calculation of a cluster of 11 separate species, C24H56N12O23 in total, from OMol25.

The geometry in ORCA input format:
```
! RIJCOSX wB97M-V def2-TZVPD def2/J DEFGRID3
* xyz 0 1
C 2.1233 0.1606 0.1449
C 1.7614 0.6428 -1.3833
C 0.4939 1.7139 -1.2717
C 0.9662 3.2511 -1.5912
N 0.0221 4.3284 -1.1063
C -1.3959 4.1388 -1.5967
C -1.8043 4.7338 -3.0887
C -3.4483 4.4740 -2.9706
O -4.3177 4.0847 -3.9143
N -3.7590 4.8027 -1.4996
C -2.4635 5.0775 -0.7156
C -2.5017 4.8352 0.9137
C -2.7774 3.2665 1.3536
C -4.3564 3.0292 1.8001
C -4.9074 1.5397 1.3372
O -6.2894 1.6878 0.7993
C -6.2541 1.9692 -0.6487
C -5.8056 0.8776 -1.8085
O -6.5921 3.2090 -1.0788
H 1.5095 0.7501 0.9673
H 3.2750 0.2069 0.3910
H 1.8048 -0.9697 0.2355
H 2.6810 1.1561 -1.9422
H 1.4550 -0.2935 -2.0565
H -0.2791 1.3564 -2.1084
H -0.1032 1.5958 -0.2451
H 1.2327 3.4405 -2.7216
H 1.9869 3.4147 -0.9948
H 0.0835 4.4886 -0.0771
H -1.9171 3.0940 -1.5218
H -1.2224 4.0987 -3.9143
H -1.7392 5.9181 -3.1881
H -4.5434 5.4787 -1.3381
H -2.2536 6.2383 -0.8252
H -3.3395 5.4873 1.4123
H -1.4498 5.1194 1.3755
H -2.1029 3.0609 2.3156
H -2.4396 2.4870 0.5205
H -4.4689 3.0886 2.9818
H -5.0090 3.9116 1.3734
H -4.1830 1.0162 0.5815
H -4.9456 0.8735 2.3140
H -4.8800 0.2649 -1.3712
H -5.4417 1.4501 -2.7721
H -6.6617 0.0925 -2.0240
C -7.9493 0.6084 -5.8093
N -8.2070 -0.5443 -4.9045
O -8.8369 -1.5004 -5.3713
O -7.7696 -0.4566 -3.7512
H -8.3881 0.3955 -6.7864
H -8.4140 1.4892 -5.3614
H -6.8670 0.7281 -5.8903
C 6.3310 -2.0434 1.6210
N 5.4907 -1.1007 0.8344
O 4.4125 -1.5271 0.4047
O 5.9372 0.0407 0.6706
H 5.8176 -3.0052 1.6852
H 7.2843 -2.1492 1.0992
H 6.4679 -1.6122 2.6148
C -4.8113 -2.6976 -2.7510
N -3.5054 -2.3813 -2.1120
O -3.4938 -2.2511 -0.8824
O -2.5290 -2.2726 -2.8628
H -5.5774 -2.7634 -1.9754
H -5.0395 -1.8913 -3.4511
H -4.7024 -3.6533 -3.2676
C 4.9697 1.4384 4.2062
N 4.4981 0.0277 4.2425
O 3.9799 -0.4224 3.2141
O 4.6614 -0.5878 5.3025
H 4.7632 1.8546 3.2179
H 4.4257 1.9877 4.9773
H 6.0433 1.4321 4.4055
C 2.1587 3.4680 7.9559
N 2.6231 3.9916 6.6429
O 2.5773 3.2201 5.6777
O 3.0204 5.1623 6.6184
H 1.8395 2.4312 7.8299
H 2.9982 3.5312 8.6514
H 1.3242 4.0916 8.2828
C 6.9902 -6.5680 0.4961
N 6.7043 -5.3469 1.2966
O 7.6648 -4.7875 1.8382
O 5.5237 -4.9845 1.3585
H 8.0632 -6.7689 0.5289
H 6.4298 -7.3927 0.9414
H 6.6653 -6.3742 -0.5281
C 0.0092 -3.4732 -1.2052
N 1.2720 -3.9578 -0.5854
O 2.3326 -3.5141 -1.0408
O 1.1629 -4.7698 0.3407
H 0.2546 -2.7679 -2.0021
H -0.5151 -4.3424 -1.6076
H -0.5749 -2.9837 -0.4233
C 7.8902 -11.2477 0.0604
N 7.6043 -10.0266 0.8609
O 8.5648 -9.4671 1.4025
O 6.4237 -9.6641 0.9228
H 8.9632 -11.4485 0.0932
H 7.3298 -12.0723 0.5057
H 7.5653 -11.0539 -0.9638
C -12.3113 0.9981 -7.3081
N -11.0054 1.3145 -6.6691
O -10.9938 1.4447 -5.4396
O -10.0290 1.4231 -7.4200
H -13.0774 0.9323 -6.5326
H -12.5395 1.8044 -8.0082
H -12.2024 0.0424 -7.8248
C 9.3809 0.6248 6.3101
N 9.0183 1.5953 5.2422
O 8.2168 1.2155 4.3808
O 9.5487 2.7109 5.2991
H 8.8432 -0.3097 6.1358
H 10.4597 0.4646 6.2574
H 9.0908 1.0639 7.2668
*
```

Computed properties:
calculated total energy = -3334.36914 Eh
LUMO energy = -0.43 eV
HOMO-LUMO gap = 8.2 eV

***

The following is a quantum chemistry calculation of a structure of composition C47H38HgN10Se, from OMol25.

The geometry in ORCA input format:
```
! RIJCOSX wB97M-V def2-TZVPD def2/J DEFGRID3
* xyz -1 2
Hg 0.5895 0.6922 -0.2630
C 0.6885 -0.1053 6.4198
C 0.4066 1.2659 6.4434
C 0.1420 1.9593 5.2722
C 0.1756 1.2581 4.0751
C -0.0390 1.6759 2.6798
N -0.4332 2.8858 2.3220
C -0.7596 3.2662 1.0679
C -1.5774 4.4182 0.7642
C -2.1840 5.3843 1.5675
C -2.9928 6.3258 0.9635
C -3.2215 6.3040 -0.4261
C -2.6443 5.3389 -1.2264
C -1.8090 4.3949 -0.6282
C -1.1225 3.2319 -1.1396
N -1.1828 2.8293 -2.4463
C -0.9461 1.6085 -2.8569
N -0.6114 0.5173 -2.1302
C -0.5119 -0.6060 -2.9054
N -0.2568 -1.8287 -2.5479
C -0.0402 -2.2403 -1.2484
N 0.3488 -1.4916 -0.1946
C 0.3181 -2.2210 0.9618
N 0.4899 -1.7808 2.2364
C 0.4012 -0.5387 2.6442
N 0.1498 0.5864 1.9023
C 0.4553 -0.1160 4.0509
C 0.7099 -0.8103 5.2262
C -0.0016 -3.5706 0.6084
C -0.1805 -4.7384 1.3630
C -0.5593 -5.8901 0.7134
C -0.7863 -5.9022 -0.6828
C -0.6359 -4.7605 -1.4350
C -0.2315 -3.5826 -0.7915
C -0.8015 -0.1932 -4.3021
C -0.8282 -0.9011 -5.4896
C -1.1280 -0.2050 -6.6554
C -1.3961 1.1637 -6.6256
C -1.3718 1.8716 -5.4290
C -1.0704 1.1768 -4.2724
N -0.4659 2.6491 -0.1144
H 0.8891 -0.6206 7.3516
H 0.3941 1.7882 7.3925
H -0.0845 3.0181 5.2766
H -2.0188 5.3824 2.6376
H -3.4709 7.0896 1.5654
H -3.8703 7.0517 -0.8666
H -2.8293 5.3032 -2.2927
H 0.9160 -1.8730 5.1965
H -0.0223 -4.7191 2.4343
H -0.6981 -6.8050 1.2776
H -1.0937 -6.8255 -1.1597
H -0.8248 -4.7570 -2.5015
H -0.6227 -1.9640 -5.4961
H -1.1548 -0.7300 -7.6027
H -1.6251 1.6796 -7.5502
H -1.5808 2.9329 -5.3906
C 7.2261 0.1066 -4.0005
C 5.9179 0.0913 -3.2208
C 5.2402 -1.2723 -3.2699
C 3.9375 -1.3367 -2.4839
N 4.1316 -1.0857 -1.0615
C 3.7868 0.0427 -0.3999
Se 3.0645 1.5826 -1.1341
N 4.0461 -0.1494 0.9127
C 3.6844 0.7809 1.9795
C 4.7995 1.7859 2.2393
C 4.4988 2.7099 3.4169
C 3.1886 3.4753 3.2573
C 4.5761 -1.4166 1.0982
C 4.9999 -2.0827 2.2373
C 5.4748 -3.3731 2.0698
C 5.5233 -3.9751 0.8096
C 5.1032 -3.3057 -0.3282
C 4.6329 -2.0126 -0.1590
H 7.7131 1.0807 -3.9443
H 7.0562 -0.1191 -5.0556
H 7.9238 -0.6388 -3.6112
H 5.2332 0.8472 -3.6128
H 6.1053 0.3712 -2.1800
H 5.9322 -2.0408 -2.9088
H 5.0082 -1.5297 -4.3077
H 3.4685 -2.3181 -2.5744
H 3.2243 -0.5931 -2.8378
H 3.4607 0.1878 2.8690
H 2.7630 1.2744 1.6739
H 4.9351 2.3810 1.3319
H 5.7310 1.2379 2.4144
H 5.3275 3.4157 3.5176
H 4.4795 2.1265 4.3437
H 3.1170 3.9353 2.2687
H 3.1002 4.2685 4.0011
H 2.3203 2.8302 3.3797
H 4.9574 -1.6183 3.2130
H 5.8121 -3.9290 2.9343
H 5.8945 -4.9873 0.7211
H 5.1368 -3.7739 -1.3023
*
```

Computed properties:
relative energy (zero: lowest compared OMol25 entry of this formula, charge and spin) = 68.0 kJ/mol
calculated total energy = -4916.43273 Eh
LUMO energy (spin up / spin down) = 2.12 / 1.69 eV
HOMO-LUMO gap (spin up / spin down) = 4.8 / 4.8 eV